# 1
Formula: C25H38IrNO
Source: the Open Molecules 2025 dataset
Level of theory: wB97M-V/def2-TZVPD

XYZ file:
```
66
C25H38IrNO (wB97M-V/def2-TZVPD)
C 0.96225 -2.31647 0.45849
C 1.48289 -1.60242 -0.67053
C 0.73431 -1.98395 -1.82828
C -0.23493 -2.97315 -1.42579
C -0.09455 -3.17743 -0.00535
Ir -0.83224 -1.15220 -0.33496
C -3.13349 0.98472 -0.98459
C -2.01072 0.50886 -0.11177
H -1.35315 1.22486 0.38018
C -2.50833 -0.66852 0.54654
H -3.42920 -0.96190 0.04137
H -2.48896 -0.67429 1.62591
C -3.06287 2.52485 -1.12475
H -2.27223 3.00008 -0.48908
H -2.81510 2.88503 -2.16371
H -4.02835 2.99267 -0.84314
C -2.89887 0.33239 -2.35432
H -2.02856 -0.39462 -2.31988
H -3.78736 -0.19886 -2.73031
H -2.55307 1.05455 -3.15072
C 2.65609 -0.69198 -0.63107
H 2.46456 0.11734 0.08164
H 3.57651 -1.21501 -0.32676
H 2.82456 -0.22545 -1.60411
C 0.99441 -1.49492 -3.21240
H 1.09394 -0.40262 -3.20367
H 1.92347 -1.90562 -3.63319
H 0.16726 -1.76406 -3.87341
C -1.15617 -3.74400 -2.30617
H -1.02155 -3.44869 -3.34850
H -0.98731 -4.82468 -2.22327
H -2.18993 -3.54455 -2.00572
C -0.84062 -4.16341 0.82293
H -1.87490 -4.21519 0.47559
H -0.40624 -5.16826 0.76294
H -0.82499 -3.84383 1.86741
C 1.51702 -2.29511 1.83809
H 0.70987 -2.45097 2.55980
H 2.27021 -3.08140 1.99708
H 1.97964 -1.32298 2.02128
C 1.88997 2.25764 -1.21535
C 0.61088 2.18360 -1.98481
C 2.86806 2.82547 -2.01302
C 0.42819 2.46452 -3.36292
H -0.37953 1.95245 -1.78798
C 2.66611 3.04821 -3.44722
H 3.83332 3.09478 -1.61692
C 1.47267 2.85020 -4.11300
H -0.56940 2.30881 -3.73388
H 3.48935 3.39189 -4.10310
H 1.27490 2.98910 -5.17462
C 0.26227 1.55721 5.71212
N 0.81586 1.24436 4.40748
C 2.04064 0.47460 4.36524
C 0.19948 1.47927 3.20622
C -1.14102 2.19302 3.24012
O 0.72382 1.12113 2.18026
H 0.98410 1.22671 6.46511
H -0.70019 1.04383 5.86949
H 0.09223 2.63981 5.81213
H 1.83170 -0.57849 4.13009
H 2.70897 0.87024 3.59380
H 2.50959 0.53937 5.34908
H -1.07902 3.07424 2.58939
H -1.90409 1.52649 2.81683
H -1.45214 2.50276 4.24169
```

- total energy (eV) = -32902.5223
- HOMO level (alpha / beta) (eV) = -10.600 / -11.500
- 2S+1 = 6
- net charge = +1

# 2
Formula: C42H34FIN7O13SiY
Source: the Open Molecules 2025 dataset
Level of theory: wB97M-V/def2-TZVPD

XYZ file:
```
100
C42H34FIN7O13SiY (wB97M-V/def2-TZVPD)
Y -0.40465 -0.09700 0.09130
O 1.74888 -3.88631 1.59573
C 0.77455 -4.36073 2.37404
C 1.10227 -5.37048 3.28960
C 0.15633 -5.89208 4.14622
C -1.15026 -5.42249 4.11547
C -1.49255 -4.43979 3.21024
C -0.55552 -3.90052 2.33398
C -0.94915 -2.79912 1.42941
O -0.08854 -2.30015 0.63226
N -2.19431 -2.38568 1.54300
N -2.46998 -1.24986 0.82653
C -3.71942 -0.92147 0.83990
C -4.29371 0.22583 0.21430
C -5.66836 0.44773 0.33326
C -6.28615 1.51433 -0.27725
C -5.51916 2.38528 -1.05058
C -4.16388 2.20787 -1.17275
C -3.47893 1.13670 -0.53587
O -2.20904 1.01016 -0.62916
H 1.38760 -3.20745 0.96570
H 2.12411 -5.71877 3.30767
H 0.43801 -6.66589 4.84922
H -1.88968 -5.81477 4.80166
H -2.49454 -4.04315 3.15706
H -4.40370 -1.59030 1.37134
H -6.25044 -0.25309 0.91999
H -7.35238 1.66593 -0.17477
H -6.00328 3.21616 -1.55155
H -3.57463 2.88394 -1.77712
O -0.52471 -0.45771 2.65266
C 0.35766 -0.86486 3.39772
C 1.76737 -0.93843 3.14735
C 2.58307 -1.36936 4.18387
C 3.95828 -1.44777 4.04207
C 4.54487 -1.15800 2.78498
C 3.77505 -0.75814 1.74669
C 2.34851 -0.56996 1.86301
O 1.69427 -0.08601 0.91550
N 4.75672 -1.82242 5.12982
O 4.21502 -2.06092 6.20827
O 5.97506 -1.88684 4.97979
H 0.06842 -1.21920 4.41073
H 2.14809 -1.64247 5.13536
H 5.61416 -1.26437 2.67980
H 4.19580 -0.55894 0.77345
C -0.57095 3.84172 -3.18966
Si 0.12256 2.14637 -2.57737
C -1.15040 0.98960 -3.41415
C 1.83369 1.89014 -3.42274
N 0.35180 1.97742 -0.86979
C 0.87173 2.95326 -0.11499
C 1.52858 4.11920 -0.59116
C 1.99810 5.10529 0.24605
C 1.86801 5.00885 1.62516
C 1.26676 3.87270 2.14805
C 0.80011 2.90425 1.29579
F 0.17549 1.80947 1.85777
H -0.49328 3.89069 -4.27174
H -0.07778 4.71153 -2.77089
H -1.62431 3.91958 -2.94029
H -0.92423 0.91577 -4.47744
H -2.15635 1.38842 -3.32484
H -1.16899 -0.00485 -2.97779
H 1.71615 1.76509 -4.49385
H 2.32264 1.00601 -3.02373
H 2.49518 2.73528 -3.25678
H 1.66204 4.22674 -1.65467
H 2.46708 5.98188 -0.18278
H 2.23814 5.78539 2.27866
H 1.15264 3.72947 3.21301
I -2.22590 5.28464 0.01036
C -3.09265 3.85479 1.29927
C -4.40592 4.02615 1.70113
C -4.91633 3.09081 2.58479
C -4.10146 2.05313 3.01102
C -2.80284 1.98639 2.52524
N -2.31051 2.89013 1.69392
H -4.98989 4.85704 1.33636
H -5.93030 3.18011 2.94718
H -4.46598 1.30888 3.70331
H -2.12748 1.19024 2.80473
O 2.15097 -2.27920 -0.92946
C 1.51659 -1.77235 -1.84500
O 0.48633 -1.04167 -1.77536
C 2.02879 -2.01229 -3.27960
C 3.06638 -2.90647 -3.50350
C 3.56843 -3.07516 -4.79604
C 3.06803 -2.32648 -5.85139
C 2.04304 -1.42277 -5.60968
C 1.50226 -1.27564 -4.33214
N 1.56405 -0.62982 -6.69847
O 2.03586 -0.83216 -7.81174
O 0.71647 0.21916 -6.47435
N 4.60982 -4.01828 -5.05643
O 5.03248 -4.69160 -4.12851
O 5.02897 -4.11437 -6.20531
H 3.49071 -3.44927 -2.67287
H 3.47678 -2.42960 -6.84415
H 0.68176 -0.60305 -4.14301
```

- total energy (eV) = -100896.1880
- HOMO level (eV) = -2.278
- net charge = -2

# 3
Formula: C4H7FO
Source: the Open Molecules 2025 dataset
Level of theory: wB97M-V/def2-TZVPD

XYZ file:
```
13
C4H7FO (wB97M-V/def2-TZVPD)
C 1.42414 -0.52683 -0.16774
C 1.05562 1.02476 0.10506
C 0.14598 -0.11308 0.44163
C -1.15466 -0.22615 -0.26623
O -1.93813 -1.21736 0.12895
F -1.90727 0.99152 -0.16229
H 1.59754 -0.78740 -1.22274
H 2.05435 -0.92433 0.60880
H 1.79326 1.32282 0.84315
H 0.79474 1.69513 -0.72832
H 0.00175 -0.28265 1.58330
H -0.94808 -0.12428 -1.34095
H -2.91921 -0.83215 0.17737
```

- total energy (eV) = -9024.6857
- HOMO level (eV) = -10.027
- SMILES = O[C@@H](F)C1CC1
- net charge = 0

# 4
Formula: H32O16
Source: the Open Molecules 2025 dataset
Level of theory: wB97M-V/def2-TZVPD

XYZ file:
```
48
H32O16 (wB97M-V/def2-TZVPD)
O -5.08250 12.29289 12.19457
H -5.57716 12.17843 11.38313
H -4.93522 13.23676 12.25476
O -0.84724 12.17793 10.97588
H -0.61249 12.27869 11.89835
H -1.07814 11.25329 10.88661
O -8.07798 16.02031 12.90212
H -8.96036 16.16632 13.24318
H -7.58674 15.67475 13.64744
O -7.56323 14.73427 15.46600
H -7.72170 14.84388 16.40360
H -6.87220 14.07389 15.41499
O -1.49487 16.67417 11.56478
H -1.65001 17.35216 12.22242
H -1.77267 17.07207 10.73972
O -3.33480 12.42112 16.07139
H -2.81801 12.01513 16.76734
H -2.89963 12.15334 15.26198
O -2.02468 16.04679 17.50738
H -2.19347 15.92069 18.44110
H -1.31558 15.43585 17.30703
O -3.61208 17.36618 15.87751
H -2.98768 16.86409 16.40121
H -3.99730 16.72342 15.28194
O -1.28757 18.55988 18.33432
H -1.03538 17.99594 19.06548
H -1.63310 17.95801 17.67508
O -2.85220 19.81800 15.42598
H -2.94363 18.87206 15.54027
H -1.91969 19.95005 15.25503
O 0.92588 16.11762 10.41054
H 0.25703 16.16034 11.09396
H 1.04867 15.18147 10.25312
O -3.48059 14.69977 14.20581
H -3.59475 14.23865 15.03681
H -2.63669 14.39241 13.87475
O -1.35049 12.04499 14.05508
H -0.48604 12.41505 13.87614
H -1.24046 11.10335 13.92304
O 1.28992 12.53426 12.91551
H 1.67641 13.11789 13.56838
H 1.71104 12.78242 12.09252
O -4.86803 10.18159 15.45897
H -5.40269 9.73848 16.11777
H -4.45910 10.90741 15.93035
O -7.10757 11.91039 14.37674
H -7.86351 12.47114 14.20255
H -6.89996 11.51728 13.52903
```

- total energy (eV) = -33279.6329
- HOMO level (eV) = -10.133
- net charge = 0

# 5
Formula: C20H45AuBrN5O7P2SbSi3
Source: the Open Molecules 2025 dataset
Level of theory: wB97M-V/def2-TZVPD

XYZ file:
```
85
C20H45AuBrN5O7P2SbSi3 (wB97M-V/def2-TZVPD)
Au 0.14132 -0.10193 -1.00987
O 2.70799 3.00688 2.35436
P 1.60974 2.24946 1.69898
O 0.26236 2.10997 2.29046
O 2.09402 0.77066 1.30144
O 1.41318 2.92112 0.20489
P 2.64394 3.05069 -0.81053
O 2.17539 4.19331 -1.80891
O 3.79773 3.65196 0.05246
O 2.91879 1.81769 -1.55360
H 3.59793 3.55438 1.03446
H 2.19182 5.07880 -1.42404
C 1.81047 -0.06498 -3.66690
N 1.85117 0.20963 -5.08453
C 1.48511 1.60952 -5.31212
N 0.12646 1.89088 -4.82777
C 0.07404 1.62010 -3.41191
N 0.42882 0.18597 -3.10874
C -0.52670 -0.68291 -3.87661
N -0.48024 -0.41076 -5.29273
C 0.88842 -0.64564 -5.77414
C -0.80861 1.00068 -5.51840
H 2.50664 0.56299 -3.11834
H 2.05006 -1.11423 -3.48269
H 1.52750 1.82017 -6.38082
H 2.19237 2.25793 -4.79400
H -0.93481 1.79972 -3.03499
H 0.78076 2.25600 -2.88065
H -1.53224 -0.49196 -3.49481
H -0.25964 -1.72400 -3.68702
H 0.92444 -0.44107 -6.84418
H 1.15129 -1.69189 -5.60881
H -1.82226 1.19605 -5.16171
H -0.77015 1.20449 -6.58837
C -2.53742 1.18508 4.02100
Si -1.00391 0.12497 4.05470
C -1.31970 -1.56191 4.78617
C 0.39914 0.90787 4.99450
Sb -0.81632 -0.29175 1.35835
Si 3.30082 -0.35380 1.56769
C 4.87829 0.48262 2.08100
C 3.41747 -1.26995 -0.05412
C 2.58845 -1.46098 2.90688
Si -1.38649 -2.89742 1.20860
C -1.32658 -3.29206 -0.62878
C -0.33593 -4.07893 2.21355
C -3.17638 -3.04547 1.82664
H -2.78452 1.50414 5.03670
H -3.39863 0.65105 3.61220
H -2.36314 2.08049 3.42197
H -1.58102 -1.36714 5.83304
H -0.42560 -2.18566 4.78283
H -2.14273 -2.11390 4.33921
H -0.09960 1.48650 5.78063
H 1.01996 1.59126 4.42546
H 1.02410 0.15290 5.47236
H 5.43693 0.82687 1.20827
H 5.52025 -0.20684 2.63425
H 4.66458 1.34600 2.71266
H 3.69331 -0.56780 -0.84400
H 2.45158 -1.71803 -0.31460
H 4.15933 -2.07157 -0.02268
H 2.28053 -0.86464 3.76914
H 3.30812 -2.20237 3.26146
H 1.71541 -2.01134 2.53403
H -0.35419 -3.71041 -0.90050
H -1.48158 -2.40246 -1.24320
H -2.08767 -4.03043 -0.89642
H 0.68317 -4.14176 1.82806
H -0.78756 -5.07116 2.12292
H -0.28928 -3.83090 3.27259
H -3.83163 -2.23042 1.53754
H -3.21814 -3.10687 2.91439
H -3.62071 -3.96932 1.44201
Br -6.86001 2.25252 -0.49032
C -5.19904 1.47100 -0.14616
C -4.15836 2.23050 0.37084
C -2.95496 1.60806 0.61536
N -2.74866 0.29779 0.36590
C -3.75720 -0.42265 -0.13893
C -4.99120 0.12389 -0.41390
H -4.27721 3.28340 0.58101
H -2.11466 2.17325 1.00867
H -3.55486 -1.46128 -0.35402
H -5.77361 -0.49066 -0.83482
```

- total energy (eV) = -165741.9114
- HOMO level (eV) = -11.248
- net charge = +1

# 6
Formula: C25H23O4Zr
Source: the Open Molecules 2025 dataset
Level of theory: wB97M-V/def2-TZVPD

XYZ file:
```
53
C25H23O4Zr (wB97M-V/def2-TZVPD)
C 0.95083 -2.13456 1.35152
C -0.23733 -2.69265 0.75378
C -0.12555 -2.55561 -0.65764
H -1.05202 -3.21039 1.25529
C 1.11256 -1.90564 -0.94772
C 1.78358 -1.63659 0.29429
H 2.80958 -1.28641 0.41766
H 1.26126 -2.24072 2.38389
H -0.86104 -2.93403 -1.37509
H 1.54075 -1.80019 -1.94350
C -0.38979 2.44519 -0.42025
C -0.06229 2.26767 0.95995
C 1.23773 1.64750 1.03321
H -0.61066 2.65624 1.80900
C 1.68046 1.40091 -0.30477
C 0.69407 1.94653 -1.19504
H 0.82870 2.11512 -2.25750
H -1.28160 2.93651 -0.81161
H 1.85200 1.54252 1.92696
H 2.66926 1.03940 -0.58338
Zr -0.20696 -0.13624 0.30348
O -1.25531 -0.19303 -1.28657
C -1.56848 -0.51405 -2.68801
C -0.43682 -0.91601 -3.55383
H -2.25023 -1.38714 -2.64749
H -2.15301 0.31868 -3.07889
H -0.07467 -1.92174 -3.38306
H 1.49155 -1.75386 -5.30053
C 0.97476 -0.82542 -5.58270
C 0.06109 -0.21835 -4.64622
C -0.34319 1.12465 -4.92208
H -0.85898 1.68457 -4.13251
C -0.07654 1.69461 -6.16240
H -0.40259 2.71158 -6.37361
C 0.61043 0.98890 -7.15995
H 0.74802 1.40958 -8.15249
C 1.17066 -0.25744 -6.82498
H 1.78413 -0.76793 -7.56730
O 0.48461 1.61965 4.06533
C -0.17032 0.88905 5.01684
C 0.01163 1.18643 6.38201
C -0.70372 0.47469 7.34832
C -1.48292 -0.63267 6.97538
C -1.56458 -0.99360 5.63350
C -0.97256 -0.21137 4.64175
C -1.15676 -0.81820 3.28457
O -1.50767 -1.99990 3.24432
O -0.89472 -0.07904 2.21657
H 0.95271 2.34571 4.51933
H 0.72713 1.95100 6.68842
H -0.64302 0.77148 8.40089
H -2.01327 -1.24334 7.70830
H -2.08087 -1.90204 5.34450
```

- total energy (eV) = -35762.4799
- HOMO level (eV) = -10.375
- net charge = +1

# 7
Formula: C5H10O2
Source: the Open Molecules 2025 dataset
Level of theory: wB97M-V/def2-TZVPD

XYZ file:
```
17
C5H10O2 (wB97M-V/def2-TZVPD)
C -0.03454 0.40724 -2.50574
C 0.94679 -0.11249 -3.25519
C -0.63531 0.77155 1.33039
O 0.79953 0.87073 1.48744
C -0.77478 0.36964 -0.12746
C 0.15747 0.69634 -1.06457
H -1.03014 0.66068 -2.87823
H 1.85092 -0.45195 -2.68483
H 0.88809 -0.49875 -4.28139
H -1.02299 0.06946 2.05788
H -1.12848 1.75242 1.47727
H 0.88378 1.34196 2.36685
H -1.67805 -0.21954 -0.31065
H 1.05948 0.96620 -0.53932
H -1.02066 -2.58835 3.40354
H -0.60720 -2.48945 1.84586
O -0.32275 -2.28122 2.73719
```

- total energy (eV) = -9439.7745
- HOMO level (eV) = -8.612
- SMILES = C=C/C=C/CO.O
- net charge = 0